A molecular structure, C28H36CoN9O4S in a non-equilibrium geometry, computed with wB97M-V/def2-TZVPD.

Output
⟨S²⟩: 6.021
E: -99681.05340 eV
spin multiplicity: 5
ΔE to the lowest compared entry with this formula, charge and spin: 47.6 kcal/mol
lowest unoccupied orbital energy (alpha / beta): -0.171 / -0.877 eV
frontier orbital gap (alpha / beta): 6.68 / 6.13 eV

Each line ends with the Mulliken spin population.
Geometry (Å):
C1 0.2268 -4.4473 -3.9848  0.0002
O1 -1.7879 4.7204 -1.3128  -0.0001
O2 -1.8652 5.9208 -3.0742  -0.0001
N1 1.8933 -0.3019 1.2366  0.3941
C2 4.2762 -0.1955 1.7447  0.0777
C3 -2.2388 -4.1660 -3.5773  -0.0002
C4 -1.4661 1.1463 2.1345  -0.0148
H1 2.6488 -2.4321 -0.1952  -0.0025
C5 -1.6670 3.6605 -3.3342  0.0024
H2 0.1026 -3.9425 -4.9467  0.0000
H3 6.3801 -0.1824 2.1013  -0.0015
C6 3.1828 -0.8090 1.0958  -0.0464
C7 1.3055 2.3181 3.8118  -0.0066
H4 -1.2885 0.5145 -5.4995  0.0005
C8 -0.7572 -3.3068 -2.0359  -0.0009
C9 3.4578 -1.9326 0.3041  0.0815
H5 -2.2624 3.4625 1.1776  -0.0011
H6 4.1096 0.6948 2.3361  0.0028
C10 1.5504 0.1882 4.8858  -0.0074
H7 1.1665 3.3911 3.8798  -0.0002
C11 5.8068 -1.8097 0.8268  0.0790
C12 -1.2668 1.3015 -3.5188  0.0146
N2 -0.8611 -4.1059 -3.1060  0.0054
H8 -2.8632 4.0720 2.6970  0.0000
H9 0.2663 -5.5269 -4.1424  -0.0001
H10 6.8124 -2.1931 0.7143  0.0055
S1 0.6809 -2.8984 -1.2713  0.0568
H11 1.2196 2.0283 5.9429  0.0006
N3 -1.7833 4.8443 -2.5257  0.0002
O3 -0.7770 -0.9797 -3.6878  0.0145
H12 1.0934 1.5724 -1.8951  -0.0543
O4 -0.9248 -0.1411 -1.6205  0.0063
H13 -2.0136 4.7342 -5.1497  0.0001
H14 -0.9445 2.1199 0.5647  -0.0006
C13 -2.0482 3.5174 2.2358  0.0012
H15 -2.0417 -2.1614 -1.0261  0.0032
H16 -1.3125 2.3486 -1.6646  0.0059
C14 -3.0156 -3.3805 -2.5079  -0.0007
H17 -2.3128 -3.6887 -4.5576  0.0005
H18 -1.2672 -3.2210 3.1346  0.0001
N4 -0.9353 1.1899 0.9619  0.0434
C15 -1.2814 -1.3250 2.3905  -0.0035
H19 2.5228 1.2574 -0.8774  -0.0235
C16 4.7426 -2.4264 0.1841  -0.0440
H20 1.9042 -1.4759 3.5670  -0.0006
N5 -1.5697 -0.0502 2.8280  0.0024
H21 -3.4758 -2.4862 -2.9308  0.0002
H22 1.1553 -4.1102 -3.5326  0.0014
H23 -1.9783 0.0032 3.7414  0.0006
C17 1.4796 1.7219 2.5724  0.0301
C18 1.7249 -0.4104 3.6504  0.0243
H24 -0.7162 -2.5655 1.0365  0.0003
C19 -1.4106 2.4313 -2.7327  -0.0130
H25 2.0387 0.0790 -2.1226  -0.0083
H26 -1.5986 -2.0389 4.3094  -0.0002
C20 -1.6905 2.6311 -5.4854  -0.0008
H27 4.9178 -3.3112 -0.4153  -0.0011
H28 -3.1738 1.5905 4.4861  -0.0001
C21 1.3341 1.5580 4.9740  0.0127
H29 -2.3360 3.1279 4.6522  0.0001
N6 -1.5671 -2.2844 3.3356  -0.0001
H30 -2.5672 -5.2045 -3.6589  0.0001
Co1 0.4040 -0.2845 -0.1064  2.9599
H31 -1.1184 4.0779 2.3825  0.0002
N7 -1.9821 -3.0333 -1.5371  0.0015
H32 -1.8065 2.7022 -6.5587  0.0000
C22 1.6741 0.7995 -1.3863  0.5016
H33 -1.4042 1.6484 4.7861  -0.0003
C23 -1.4039 1.4072 -4.8997  0.0008
C24 1.6909 0.3458 2.4709  -0.0895
N8 -1.9877 2.1986 2.8308  0.0009
H34 1.5974 -0.4080 5.7895  0.0014
C25 5.5602 -0.6866 1.6044  -0.0398
N9 -0.8587 -1.5770 1.2161  0.0241
C26 -1.8089 3.7672 -4.7136  0.0014
C27 -2.2399 2.1186 4.2627  0.0004
H35 1.4934 2.3181 1.6694  0.0008
H36 -3.7891 -3.9824 -2.0296  0.0002
C28 -0.9542 -0.0468 -2.9053  0.0007